{"formula": "C35H71AsCrN5O4P2Se2Si3", "method": "ωB97M-V/def2-TZVPD", "elements": ["Cr", "C", "N", "C", "C", "O", "C", "O", "C", "C", "O", "N", "C", "C", "H", "H", "H", "H", "H", "H", "H", "H", "H", "H", "H", "H", "H", "H", "H", "H", "Se", "P", "Se", "C", "C", "C", "C", "C", "C", "C", "C", "C", "C", "C", "C", "H", "H", "H", "H", "H", "H", "H", "H", "H", "H", "C", "N", "C", "P", "O", "N", "C", "C", "N", "C", "C", "H", "H", "H", "H", "H", "H", "H", "H", "H", "H", "H", "H", "H", "H", "H", "H", "H", "H", "C", "Si", "C", "C", "As", "Si", "C", "C", "C", "Si", "C", "C", "C", "H", "H", "H", "H", "H", "H", "H", "H", "H", "H", "H", "H", "H", "H", "H", "H", "H", "H", "H", "H", "H", "H", "H", "H", "H", "H", "H"], "positions_angstrom": [[0.304, -0.213, -0.381], [2.434, -2.976, 2.524], [1.156, -3.280, 1.917], [0.758, -4.671, 1.875], [0.542, -2.308, 1.167], [0.988, -1.133, 1.122], [-0.705, -2.627, 0.387], [-1.639, -1.585, 0.579], [-2.175, -1.581, 1.893], [-1.147, -1.120, 2.929], [-0.596, -0.031, 2.773], [-0.880, -1.887, 4.014], [-1.593, -3.074, 4.423], [-0.011, -1.348, 5.044], [2.516, -3.502, 3.475], [3.262, -3.269, 1.869], [2.486, -1.903, 2.704], [1.436, -5.244, 2.503], [-0.250, -4.803, 2.270], [0.788, -5.096, 0.868], [-0.505, -2.647, -0.695], [-1.165, -3.581, 0.678], [-2.959, -0.821, 1.872], [-2.619, -2.560, 2.099], [-2.435, -2.810, 5.073], [-1.967, -3.641, 3.574], [-0.902, -3.709, 4.980], [0.837, -2.012, 5.213], [0.344, -0.372, 4.724], [-0.564, -1.239, 5.980], [-1.192, 1.379, 0.295], [-2.090, 0.931, -2.732], [0.098, 0.451, -2.706], [-2.878, -0.702, -2.404], [-2.275, -1.938, -2.598], [-2.955, -3.100, -2.278], [-4.240, -3.039, -1.765], [-4.857, -1.812, -1.588], [-4.172, -0.651, -1.889], [-2.341, 1.075, -4.539], [-2.523, 0.023, -5.426], [-2.691, 0.284, -6.774], [-2.679, 1.586, -7.245], [-2.516, 2.643, -6.364], [-2.347, 2.382, -5.017], [-1.276, -1.990, -3.026], [-2.485, -4.062, -2.440], [-4.756, -3.955, -1.514], [-5.870, -1.765, -1.214], [-4.636, 0.314, -1.741], [-2.549, -0.994, -5.065], [-2.842, -0.533, -7.463], [-2.824, 1.771, -8.298], [-2.530, 3.662, -6.728], [-2.234, 3.195, -4.311], [3.259, -4.263, -3.659], [2.625, -3.573, -2.558], [1.842, -4.433, -1.696], [2.889, -2.012, -2.040], [1.721, -1.569, -1.224], [3.301, -1.184, -3.431], [2.515, -1.326, -4.646], [3.820, 0.163, -3.269], [4.237, -2.006, -1.049], [4.352, -1.189, 0.138], [5.508, -2.412, -1.607], [2.495, -4.689, -4.316], [3.884, -5.084, -3.290], [3.878, -3.581, -4.232], [0.827, -4.574, -2.085], [1.785, -3.979, -0.708], [2.310, -5.417, -1.606], [1.950, -2.254, -4.626], [3.195, -1.329, -5.503], [1.810, -0.495, -4.763], [3.019, 0.910, -3.338], [4.556, 0.359, -4.054], [4.299, 0.264, -2.296], [3.357, -0.909, 0.479], [4.934, -0.278, -0.041], [4.858, -1.757, 0.923], [5.346, -2.864, -2.580], [5.983, -3.146, -0.950], [6.183, -1.560, -1.725], [-0.913, 6.522, 1.868], [-1.099, 4.983, 0.735], [0.119, 5.143, -0.725], [-2.894, 4.777, 0.120], [-0.621, 2.898, 1.945], [-2.476, 2.670, 3.581], [-2.129, 1.533, 5.086], [-3.970, 2.125, 2.526], [-2.814, 4.409, 4.319], [1.784, 2.673, 2.165], [2.403, 2.371, 0.389], [2.284, 4.396, 2.835], [2.368, 1.229, 3.268], [-1.119, 7.425, 1.304], [0.088, 6.614, 2.275], [-1.604, 6.495, 2.701], [-0.181, 5.955, -1.380], [0.119, 4.231, -1.317], [1.134, 5.349, -0.397], [-3.092, 5.359, -0.776], [-3.624, 5.069, 0.873], [-3.041, 3.724, -0.127], [-2.131, 0.490, 4.799], [-2.903, 1.673, 5.834], [-1.172, 1.761, 5.548], [-4.752, 1.646, 3.105], [-3.627, 1.436, 1.757], [-4.406, 2.975, 2.011], [-1.914, 4.834, 4.755], [-3.564, 4.341, 5.101], [-3.188, 5.094, 3.566], [2.085, 3.145, -0.306], [1.973, 1.414, 0.028], [3.484, 2.284, 0.323], [2.080, 5.167, 2.098], [3.338, 4.440, 3.081], [1.715, 4.633, 3.732], [1.897, 0.319, 2.910], [2.105, 1.372, 4.311], [3.445, 1.098, 3.206]], "mulliken_charge": [0.377, -1.139, 0.710, -0.805, 0.030, 0.582, -1.334, 0.732, -1.733, 0.031, -0.238, 0.779, -1.224, -0.973, 0.478, 0.279, 0.240, 0.378, 0.292, 0.196, -0.811, 0.978, -0.053, 0.784, 0.287, 0.409, 0.345, 0.278, 0.077, 0.454, 0.352, -0.254, -0.964, 1.185, -0.609, -0.882, -0.768, -0.651, -0.911, 0.630, -0.345, -0.716, -0.490, -0.623, -0.549, 0.568, 0.485, 0.434, 0.439, 0.415, 0.327, 0.417, 0.387, 0.408, 0.394, -1.244, 0.587, -0.494, -1.704, 1.139, 0.339, -0.967, -0.727, 0.927, -0.663, -1.142, 0.377, 0.320, 0.450, 0.332, -0.346, 0.422, 0.299, 0.332, 0.280, 0.210, 0.322, 0.188, -0.275, 0.400, 0.311, 0.260, 0.339, 0.359, -1.112, 0.506, -0.954, -0.851, 0.110, 0.623, -0.802, -0.634, -1.213, 0.387, 0.231, -1.178, -0.452, 0.375, 0.285, 0.287, 0.499, 0.109, 0.304, 0.477, 0.286, 0.115, -0.025, 0.545, 0.318, 0.460, -0.171, 0.356, 0.336, 0.429, 0.250, 0.180, -0.731, 0.519, 0.230, 0.448, 0.343, -0.594, 0.509, 0.485], "multiplicity": 5, "molar_mass_g_mol": 1057.0, "homo_lumo_gap_ev": [6.713, 6.707], "e_tot_ev": -315252.14084, "charge": 1}